A structure of composition C27H28AuI4N2O, computed with wB97M-V/def2-TZVPD.

- expectation value of S² = 2.084
- maximum force (eV/Å) = 1.2
- 2S+1 = 3
- energy above the lowest of the compared OMol25 structures with the same formula, charge and spin (kJ/mol) = 29.37
- E (Ha) = -2556.67701
- gap between HOMO and LUMO (alpha / beta) (eV) = 6.74 / 5.98
- net charge = +1

Last column: Mulliken charge in e.
Element x y z (Å)
Au1 1.32 -0.52 -0.41  0.565
I1 2.36 -1.02 4.85  0.187
C1 3.70 -0.78 3.28  -0.643
C2 5.05 -0.57 3.50  -0.341
C3 5.91 -0.39 2.43  -0.235
I2 7.93 -0.05 2.87  0.192
C4 5.44 -0.37 1.08  1.102
C5 6.26 -0.14 -0.04  -0.617
C6 5.69 -0.10 -1.29  -0.817
C7 4.31 -0.25 -1.43  -0.260
N1 3.53 -0.47 -0.39  -0.319
C8 4.07 -0.57 0.85  0.337
C9 3.16 -0.89 1.96  0.573
O1 2.00 -1.27 1.74  -0.621
H1 5.42 -0.55 4.51  0.390
H2 7.32 -0.01 0.08  0.239
H3 6.30 0.07 -2.17  0.423
H4 3.84 -0.20 -2.40  0.427
C10 -4.78 -2.43 -2.80  -1.574
C11 -3.29 -2.28 -2.63  -0.272
C12 -2.41 -3.07 -3.37  -0.586
C13 -1.03 -2.93 -3.23  -0.021
C14 -0.07 -3.78 -4.02  -1.543
C15 -0.56 -2.00 -2.34  -0.775
C16 -1.40 -1.19 -1.52  1.419
C17 -2.80 -1.36 -1.73  -0.201
N2 -0.82 -0.34 -0.64  -0.704
C18 -1.47 0.62 0.25  2.280
C19 -0.90 2.01 -0.12  -0.683
C20 -1.40 3.08 0.85  0.934
C21 -2.93 3.15 0.79  -1.580
C22 -3.50 1.79 1.19  0.356
C23 -3.07 1.45 2.62  -1.579
C24 -1.55 1.39 2.67  0.527
C25 -0.95 2.74 2.27  -1.474
C26 -1.06 0.30 1.71  -1.165
C27 -3.00 0.71 0.21  -2.798
H5 -5.03 -3.18 -3.55  0.392
H6 -5.23 -1.48 -3.10  0.354
H7 -5.25 -2.73 -1.86  0.350
H8 -2.81 -3.80 -4.07  0.304
H9 -0.60 -4.45 -4.70  0.380
H10 0.54 -4.39 -3.36  0.343
H11 0.60 -3.15 -4.61  0.350
H12 0.52 -1.86 -2.25  0.370
H13 -3.53 -0.78 -1.19  1.109
H14 -1.19 2.25 -1.15  0.298
H15 0.20 1.96 -0.09  -0.133
H16 -0.98 4.04 0.54  0.001
H17 -3.25 3.42 -0.22  0.480
H18 -3.29 3.92 1.48  0.530
H19 -4.59 1.82 1.13  0.305
H20 -3.49 0.49 2.93  0.514
H21 -3.45 2.21 3.31  0.541
H22 -1.21 1.12 3.68  0.403
H23 0.15 2.70 2.31  0.435
H24 -1.28 3.51 2.96  0.546
H25 -1.48 -0.67 1.99  0.325
H26 0.02 0.22 1.78  0.201
H27 -3.33 0.98 -0.79  0.699
H28 -3.44 -0.25 0.50  0.693
I3 3.11 3.06 -0.35  0.191
I4 1.63 5.28 -0.47  -0.122

---

A structure of composition C27H28Br2N3O3Pd, computed with wB97M-V/def2-TZVPD.

- expectation value of S² = 6.040
- maximum force (eV/Å) = 2.9
- 2S+1 = 5
- energy above the lowest of the compared OMol25 structures with the same formula, charge and spin (kJ/mol) = 109.95
- E (Ha) = -6710.46688
- gap between HOMO and LUMO (alpha / beta) (eV) = 6.64 / 2.46
- net charge = +3

Last column: Mulliken charge in e.
Element x y z (Å)
Pd1 -0.16 0.12 0.38  0.856
C1 1.60 4.72 -1.10  -1.807
C2 2.06 3.27 -0.99  1.133
C3 3.59 3.18 -1.08  -1.394
C4 1.49 2.50 0.17  1.138
C5 1.97 1.20 0.48  -1.160
C6 1.59 0.55 1.68  -1.478
C7 0.73 1.20 2.61  1.387
C8 0.55 0.67 3.98  -1.702
C9 0.21 2.46 2.24  -0.614
C10 0.55 3.07 1.04  -0.720
H1 2.09 5.21 -1.94  0.419
H2 1.86 5.29 -0.20  0.446
H3 0.52 4.81 -1.24  0.433
H4 1.69 2.77 -1.91  0.105
H5 4.04 3.55 -0.17  0.405
H6 3.94 3.79 -1.90  0.420
H7 3.95 2.17 -1.25  0.370
H8 2.77 0.77 -0.11  0.406
H9 2.12 -0.35 1.99  0.578
H10 0.16 -0.34 4.01  0.360
H11 -0.10 1.32 4.57  0.386
H12 1.53 0.64 4.48  0.446
H13 -0.41 3.00 2.94  0.655
H14 0.16 4.06 0.85  0.525
C11 -2.86 1.52 2.09  -1.000
C12 -3.33 0.45 1.17  0.655
C13 -4.68 0.04 1.14  -0.954
C14 -5.09 -0.94 0.27  -0.744
C15 -4.16 -1.47 -0.65  1.385
C16 -4.47 -2.46 -1.64  -0.283
Br1 -6.18 -3.24 -1.72  0.052
C17 -3.49 -2.89 -2.54  -0.224
C18 -2.22 -2.36 -2.52  -0.328
Br2 -0.88 -2.97 -3.68  0.255
C19 -1.85 -1.33 -1.60  0.743
O1 -0.74 -0.73 -1.63  -0.686
C20 -2.85 -0.97 -0.60  0.242
N1 -2.44 -0.08 0.33  -0.198
H15 -3.67 1.88 2.71  0.521
H16 -2.48 2.35 1.48  0.231
H17 -2.07 1.14 2.73  0.079
H18 -5.39 0.51 1.81  0.467
H19 -6.11 -1.29 0.27  0.448
H20 -3.74 -3.67 -3.25  0.521
O2 4.71 -3.72 -5.52  -0.522
C21 5.07 -4.04 -4.24  -0.486
N2 3.91 -4.08 -3.33  -0.144
C22 3.60 -3.02 -2.57  0.480
O3 4.24 -1.99 -2.55  -0.659
C23 2.41 -3.16 -1.65  0.153
C24 1.75 -4.33 -1.30  -0.229
C25 0.74 -4.27 -0.36  -1.152
C26 0.42 -3.05 0.22  -0.655
N3 1.05 -1.93 -0.12  0.535
C27 2.01 -1.97 -1.03  -0.390
H21 4.67 -2.76 -5.69  0.341
H22 5.78 -3.33 -3.80  0.356
H23 5.48 -5.05 -4.28  0.332
H24 3.29 -4.87 -3.44  0.208
H25 2.02 -5.29 -1.73  0.443
H26 0.21 -5.17 -0.06  0.496
H27 -0.34 -2.98 0.99  0.504
H28 2.53 -1.06 -1.30  0.614

---

A structure of composition C27H28BrN3O6W, computed with wB97M-V/def2-TZVPD.

- expectation value of S² = 2.068
- maximum force (eV/Å) = 1.0
- 2S+1 = 3
- energy above the lowest of the compared OMol25 structures with the same formula, charge and spin (kJ/mol) = 138.42
- E (Ha) = -4301.93801
- gap between HOMO and LUMO (alpha / beta) (eV) = 5.93 / 6.31
- net charge = +2

Last column: Mulliken charge in e.
Element x y z (Å)
W1 0.03 -0.18 0.34  1.491
O1 -0.98 -4.37 -2.08  -0.449
C1 -0.07 -4.68 -3.04  1.200
C2 -0.33 -5.56 -4.07  -0.884
C3 0.65 -5.82 -5.01  -0.444
C4 1.90 -5.21 -4.95  -0.831
C5 2.16 -4.32 -3.94  -0.744
C6 1.19 -4.05 -2.95  0.686
C7 1.53 -3.12 -1.93  -0.288
O2 0.19 -0.50 -2.01  -0.448
N1 0.89 -2.95 -0.81  0.177
N2 1.33 -1.93 0.05  -0.618
C8 0.99 -2.11 1.35  -0.621
C9 1.07 -0.90 2.04  0.561
Br1 -1.38 0.86 2.12  -0.317
C10 1.24 -0.65 3.37  -0.269
C11 1.91 -1.52 4.30  0.724
C12 2.78 -2.55 3.90  -0.370
C13 3.35 -3.38 4.84  -0.729
C14 3.06 -3.21 6.19  -0.372
C15 2.22 -2.18 6.60  -0.622
C16 1.66 -1.33 5.67  -0.492
H1 -1.78 -4.90 -2.16  0.315
H2 -1.30 -6.04 -4.14  0.358
H3 0.43 -6.51 -5.81  0.415
H4 2.65 -5.43 -5.70  0.444
H5 3.12 -3.82 -3.88  0.431
H6 2.39 -2.47 -2.05  0.424
H7 0.07 -3.50 -0.57  0.451
H8 0.58 -3.05 1.71  0.359
H9 0.86 0.28 3.75  0.445
H10 3.06 -2.64 2.86  0.496
H11 4.04 -4.16 4.53  0.403
H12 3.51 -3.86 6.92  0.402
H13 2.00 -2.05 7.65  0.407
H14 1.01 -0.53 5.98  0.381
O3 0.93 3.90 0.17  -0.455
C17 0.44 2.70 -0.03  0.073
O4 1.10 1.67 0.30  -0.664
C18 -0.82 2.57 -0.69  0.524
C19 -1.77 3.49 -1.00  -0.444
C20 -3.04 3.07 -1.50  -1.468
C21 -3.37 1.75 -1.43  -0.307
C22 -2.44 0.76 -1.06  0.903
N3 -1.04 1.18 -1.06  0.500
C23 -2.63 -0.55 -0.65  -0.251
O5 -3.77 -1.22 -0.74  -0.506
O6 -1.65 -1.27 -0.18  -0.711
H15 1.76 3.84 0.67  0.426
H16 -1.59 4.53 -0.79  0.606
H17 -3.78 3.81 -1.76  0.492
H18 -4.41 1.47 -1.59  0.452
H19 -4.51 -0.65 -0.96  0.317
C24 -2.02 0.10 -4.04  -1.156
C25 -0.86 1.03 -3.67  0.787
C26 0.28 0.85 -4.69  -1.581
C27 -0.25 0.84 -2.29  -0.964
H20 -2.13 0.10 -5.12  0.500
H21 -2.97 0.40 -3.62  0.269
H22 -1.84 -0.94 -3.75  0.197
H23 -1.19 2.07 -3.71  0.424
H24 0.59 -0.19 -4.75  0.270
H25 1.15 1.46 -4.45  0.425
H26 -0.07 1.15 -5.68  0.462
H27 0.65 1.45 -2.22  0.622
H28 -0.47 -1.12 -2.36  0.189

---

A structure of composition C27H28BrNO2PW, computed with wB97M-V/def2-TZVPD.

- expectation value of S² = 2.051
- maximum force (eV/Å) = 1.2
- 2S+1 = 3
- energy above the lowest of the compared OMol25 structures with the same formula, charge and spin (kJ/mol) = 85.74
- E (Ha) = -4232.27986
- gap between HOMO and LUMO (alpha / beta) (eV) = 6.49 / 6.97
- net charge = +3

Last column: Mulliken charge in e.
Element x y z (Å)
W1 -0.58 -0.45 -0.19  1.607
C1 2.93 -2.54 -0.68  -0.628
C2 1.90 -2.67 0.22  -0.968
C3 1.30 -1.52 0.77  -0.314
C4 1.78 -0.23 0.43  0.398
C5 2.82 -0.12 -0.51  -0.761
C6 3.40 -1.26 -1.03  -0.685
P1 0.87 1.27 0.95  1.278
C7 2.16 2.48 1.22  0.411
C8 3.19 2.09 2.09  -0.202
C9 4.19 3.01 2.38  -0.839
C10 4.16 4.28 1.81  -0.495
C11 3.13 4.65 0.95  -0.820
C12 2.12 3.75 0.65  -0.209
C13 -0.14 0.82 2.33  0.140
C14 -0.09 1.16 3.67  -0.606
C15 -1.07 0.62 4.50  -0.692
C16 -2.07 -0.22 3.99  -0.858
C17 -2.12 -0.54 2.64  -0.695
C18 -1.15 -0.01 1.78  0.254
H1 3.42 -3.42 -1.08  0.513
H2 1.57 -3.65 0.55  0.592
H3 0.73 -1.64 1.70  0.618
H4 3.20 0.85 -0.78  0.569
H5 4.23 -1.17 -1.72  0.496
H6 3.22 1.11 2.53  0.493
H7 4.99 2.74 3.05  0.450
H8 4.94 4.99 2.03  0.448
H9 3.12 5.64 0.51  0.463
H10 1.31 4.04 -0.01  0.353
H11 0.67 1.82 4.06  0.576
H12 -1.07 0.86 5.55  0.460
H13 -2.82 -0.62 4.66  0.448
H14 -2.91 -1.18 2.27  0.488
C19 -1.21 2.37 -1.61  -0.932
O1 -1.21 0.92 -1.74  -0.312
C20 -1.06 0.43 -3.12  -0.562
C21 0.22 -0.35 -3.18  -0.745
O2 0.15 -1.39 -2.18  -0.220
C22 -0.15 -2.70 -2.72  -0.963
H15 -1.96 2.77 -2.29  0.434
H16 -0.22 2.76 -1.86  0.317
H17 -1.48 2.61 -0.59  0.355
H18 -1.04 1.28 -3.80  0.648
H19 -1.93 -0.19 -3.33  0.246
H20 1.08 0.27 -2.92  0.215
H21 0.37 -0.77 -4.17  0.638
H22 0.61 -2.96 -3.46  0.303
H23 -1.14 -2.71 -3.18  0.360
H24 -0.12 -3.41 -1.90  0.370
Br1 -6.23 -3.81 -1.40  0.030
C23 -4.73 -2.79 -1.06  -0.011
C24 -3.57 -3.38 -0.55  -0.773
C25 -2.49 -2.58 -0.31  -0.196
N1 -2.49 -1.24 -0.56  0.510
C26 -3.62 -0.68 -1.03  -0.360
C27 -4.75 -1.41 -1.28  -0.670
H25 -3.53 -4.44 -0.34  0.531
H26 -1.59 -3.00 0.13  0.529
H27 -3.60 0.39 -1.18  0.474
H28 -5.64 -0.92 -1.65  0.503